Entry 1:
C6H16FN2O2 | the ωB97M-V functional and the def2-TZVPD basis

Structure (XYZ):
```
27
Properties=species:S:1:pos:R:3:forces:R:3
H 3.3547 4.7710 0.5526 -0.2 0.0 -0.6
H -1.7121 0.2392 -0.9423 0.4 -1.0 0.6
H 0.8621 -0.9433 1.3872 -0.7 0.3 -1.0
H -1.3447 -0.9437 1.2898 0.1 -0.3 -0.2
H -4.8239 -2.4669 -0.5867 0.3 0.1 -0.5
C -3.3461 -1.1405 -0.2485 0.2 -0.3 0.5
H 0.8770 -2.7821 -0.8464 0.5 0.8 0.2
H -3.3420 -1.5849 0.7980 0.2 0.9 -0.9
H 2.3092 -2.0290 0.0496 -1.0 0.0 -0.7
N -0.9562 -1.3364 0.4018 0.2 1.8 -0.2
C 3.0119 2.6427 0.1725 1.2 -0.9 -0.6
C 1.3853 -1.8230 -0.5633 0.0 0.6 0.3
O 1.4692 4.1972 1.2203 0.4 0.2 0.1
N -4.0187 -2.1342 -1.1319 0.3 0.3 0.5
H -1.6758 -1.4398 -1.6387 0.2 0.6 1.0
C 2.7723 3.9786 1.0646 -1.1 0.8 0.7
H 2.4152 1.8515 0.6746 0.2 0.0 0.7
H -0.9657 -2.3818 0.4627 -0.2 0.0 0.0
H 3.3670 3.8201 1.9872 -0.2 -0.5 0.2
H -3.9670 -0.2100 -0.2197 0.7 -0.7 -0.1
C 0.4613 -0.8838 0.3326 3.0 -0.7 -0.1
C -1.8361 -0.8419 -0.7012 -2.4 -0.6 -0.9
F 0.6156 0.4176 -0.1033 -1.0 -1.1 0.4
O 4.3124 2.4130 0.0313 -0.6 -0.2 -0.2
H -3.3915 -2.9400 -1.2106 -0.3 0.1 0.0
H 1.7377 -1.2566 -1.4733 -0.6 -0.6 0.9
H 2.4288 2.8071 -0.7590 0.1 0.5 -0.2
```
Positions in Å, forces in eV/Å.

Values from the calculation:
Spin multiplicity: 1
Molecular weight, g/mol: 167.20
Charge: -1
DFT total energy, Eh: -597.775818
Orbital gap, eV: 2.09

***

Entry 2:
C3H8N2O | the ωB97M-V functional and the def2-TZVPD basis

Structure (XYZ):
```
14
Properties=species:S:1:pos:R:3:forces:R:3
H 2.4003 0.0993 0.6527 0.1 0.3 -0.1
H -3.5562 -0.5548 1.6456 0.5 -0.3 0.4
O -4.4123 0.0655 -1.3057 0.0 -0.1 -0.2
H -3.4511 -1.5495 -0.6465 0.1 0.0 0.2
H 4.9099 -0.2904 1.4322 -1.3 -0.2 0.5
C -3.4050 0.1567 0.8487 -1.7 1.0 0.2
H -2.4477 0.6621 0.8852 0.5 -0.5 -0.1
H -4.1401 0.9847 1.0717 0.6 -0.8 -0.6
C -3.7690 -0.5059 -0.4657 0.0 0.8 0.1
N 3.2697 0.5026 -1.2345 -0.9 -0.2 -0.6
C 3.3493 0.1245 0.0982 0.9 -0.9 0.3
H 2.5943 -0.0091 -1.8076 0.1 0.5 0.4
H 4.1728 0.5460 -1.6953 -0.1 -0.2 0.3
N 4.4852 -0.2317 0.5211 1.1 0.8 -0.8
```
Positions in Å, forces in eV/Å.

Values from the calculation:
Spin multiplicity: 1
Molecular weight, g/mol: 88.11
Structure (SMILES): [H]/N=C/N.CC=O
Charge: 0
DFT total energy, Eh: -303.809488
Orbital gap, eV: 10.05

***

Entry 3:
C3H4N2O | the ωB97M-V functional and the def2-TZVPD basis

Structure (XYZ):
```
10
Properties=species:S:1:pos:R:3:forces:R:3
H -2.0169 1.8315 -0.1098 -0.8 0.0 0.0
H 4.2296 -0.9209 -0.0623 0.2 0.3 0.5
C 3.1650 -0.8118 0.1271 -3.5 -0.9 -0.6
H 1.0964 -0.8824 -0.1829 -3.1 0.0 -0.4
C -2.8369 -0.1147 0.0297 -1.6 -2.6 1.3
N -0.4862 0.5346 -0.0364 0.8 -2.8 -0.2
H 0.2695 1.2257 -0.1110 -1.2 0.7 0.2
C -1.6993 0.7902 -0.0379 0.5 3.3 -0.5
O -3.7293 -0.7626 0.2605 1.9 1.7 -0.9
N 2.0082 -0.8897 0.1229 6.8 0.3 0.5
```
Positions in Å, forces in eV/Å.

Values from the calculation:
Spin multiplicity: 1
Molecular weight, g/mol: 84.08
Charge: +2
DFT total energy, Eh: -300.626237
Orbital gap, eV: 9.91

***

Entry 4:
C57H65InNO5 | the ωB97M-V functional and the def2-TZVPD basis

Structure (XYZ):
```
129
Properties=species:S:1:pos:R:3:forces:R:3
C 8.8410 -1.0945 11.1474 0.0 0.0 0.0
H -7.0781 -6.8746 -7.5495 0.0 0.0 0.0
C 6.3057 3.2252 4.3855 0.0 0.0 0.0
H -4.0433 2.4258 -11.5741 0.0 0.0 0.0
C 7.5850 0.2436 9.5949 0.0 0.0 0.0
H 3.3095 -0.0561 0.1582 0.0 0.0 0.0
H -1.1249 -0.3639 -1.9788 0.0 -0.1 0.0
N -4.4419 -2.5493 -7.9463 0.2 0.4 0.0
H -8.9916 -7.7374 -3.8195 0.0 0.0 0.0
H -4.5877 -3.5490 -7.9495 -0.1 0.0 0.0
H -4.4472 -3.4123 5.1733 0.0 0.0 0.0
H -5.6945 0.5509 6.1985 0.0 0.0 0.0
H 0.9609 0.1769 -0.5678 0.0 0.0 0.0
C -2.2238 -3.5578 -5.1511 0.1 0.5 -0.2
C -5.1886 -2.2160 3.5551 0.0 0.0 0.0
H 8.4633 4.3085 7.4655 0.0 0.0 0.0
C 6.5961 -1.7235 10.5595 0.0 0.0 0.0
C -7.3764 -6.5677 -6.5551 0.0 0.0 0.0
C -1.5384 0.2048 -9.6522 0.0 -0.1 -0.1
C -6.2841 -1.5390 -1.2938 -0.2 -0.2 -0.2
C 1.2427 0.4329 0.4461 0.0 0.0 -0.1
H 3.9538 0.5293 2.4714 0.0 0.0 0.0
H -5.0457 -2.9880 2.8100 0.0 0.0 0.0
C -0.0676 -0.0968 -5.7120 0.2 -0.3 0.0
C 8.3350 7.6780 7.1854 0.0 0.0 0.0
C 1.9600 1.0789 3.0489 0.0 0.0 0.0
O 0.4913 -1.1581 -5.2167 -0.3 0.3 0.0
H 9.8968 7.3043 10.1657 0.0 0.0 0.0
C -5.5534 -0.2256 5.4572 0.0 0.0 0.0
C 5.3141 1.2532 5.3394 0.0 0.0 0.0
C -5.7068 -0.9848 3.1791 0.0 0.1 0.0
H 0.1359 -3.2480 -2.9216 0.1 0.1 -0.1
H -2.6520 0.2979 -0.4362 0.1 -0.1 0.0
H -5.0142 0.5487 -1.1630 0.0 -0.1 -0.1
H -4.2411 -3.7936 -5.8269 0.0 0.0 0.0
C -2.8769 -0.1594 -9.7157 0.1 0.1 -0.1
C 8.9645 8.0244 8.3730 0.0 0.0 0.0
C 6.4806 1.0117 6.0522 0.0 0.0 0.0
H 0.8324 4.5277 -3.1027 0.0 0.0 0.0
H 4.4721 0.5785 5.4333 0.0 0.0 0.0
H 6.2376 4.0859 3.7326 0.0 0.0 0.0
H 9.5806 4.9238 9.5836 0.0 0.0 0.0
C 9.4105 7.0339 9.2371 0.0 0.0 0.0
C -7.4293 -4.9063 -4.8168 0.0 0.0 0.0
H 9.5907 0.6852 10.2139 0.0 0.0 0.0
C -3.2916 -0.5877 -0.5136 -0.2 -0.1 -0.1
H -8.4025 -5.4801 -2.9965 0.0 0.0 0.0
H -0.3407 2.4051 -6.6527 0.0 0.0 0.0
H 9.1065 9.0673 8.6259 0.0 0.0 0.0
H -3.2137 -1.0592 -9.2188 -0.1 0.0 -0.1
H 8.4683 1.6882 6.4908 0.0 0.0 0.0
C -3.4536 -2.1531 -6.9228 -0.1 -0.6 0.1
H 5.5965 -0.4350 9.1649 0.0 0.0 0.0
C 7.4698 2.9855 5.1023 0.0 0.0 0.0
H 7.9838 8.4504 6.5134 0.0 0.0 0.0
H 7.6577 6.0685 5.9375 0.0 0.0 0.0
H -0.0535 1.6396 -10.2316 0.0 0.0 0.0
H 7.5147 1.1023 8.9388 0.0 0.0 0.0
H -3.9606 -1.0912 -2.4715 0.0 -0.4 -0.1
C 0.2818 0.8872 1.3387 0.0 0.0 0.0
C -1.8872 -0.7303 -2.6791 0.2 0.1 0.1
O -0.8102 -0.0656 -6.6831 0.0 0.0 -0.2
H -5.9623 -0.8059 2.1444 0.0 0.0 0.0
In -0.9001 -2.2372 -3.9529 -0.4 -0.6 0.4
C 0.2307 1.1951 -4.9889 0.2 0.3 0.0
C -8.0756 -7.4443 -5.7371 0.0 0.0 0.0
H -7.1757 -3.9189 -4.4521 0.0 0.0 0.0
H -3.6134 -1.1018 -6.6949 0.2 0.1 0.0
H -2.2184 0.1511 -3.2362 0.0 0.0 0.0
C 2.5624 0.3017 0.8547 0.0 0.0 0.0
C 0.9095 2.3802 -2.9997 -0.1 0.2 0.0
C 0.2483 3.6102 -4.9599 0.0 -0.2 0.0
C 0.6391 1.2072 2.6411 0.0 0.0 0.0
H 8.3111 3.6616 5.0109 0.0 0.0 0.0
H -2.4138 -4.4414 -4.5377 0.0 0.0 0.1
C 8.7511 0.0086 10.3100 0.0 0.0 0.0
H 2.2364 1.3286 4.0667 0.0 0.0 0.0
C 2.9226 0.6288 2.1550 0.0 0.0 0.0
C -4.7093 -0.0890 -0.3266 0.0 0.4 0.5
H -3.0588 -1.2486 0.3251 0.1 0.1 0.0
H -1.6751 -3.8877 -6.0383 0.1 -0.1 0.1
H 0.8802 0.2380 -3.1920 0.0 0.0 -0.1
H -4.7810 0.5138 0.5820 -0.1 -0.1 0.0
C 7.7639 -1.9613 11.2709 0.0 0.0 0.0
H 1.2414 2.3739 -1.9679 0.0 -0.1 0.0
C 8.1538 6.3407 6.8605 0.0 0.0 0.0
H -0.8496 -0.4153 -9.0962 0.0 0.1 0.1
C -1.0984 1.3595 -10.2838 -0.1 0.0 0.0
H -2.4555 -2.2885 -7.3417 0.0 0.2 0.0
C -7.0570 -5.2975 -6.0958 0.0 0.0 0.0
C -5.0331 -1.4567 5.8319 0.0 0.0 0.0
C -3.0705 -1.2884 -1.8720 0.1 0.5 0.1
H -8.3258 -8.4353 -6.0945 0.0 0.0 0.0
C 6.5068 -0.6212 9.7208 0.0 0.0 0.0
H -6.6612 -0.6862 -1.8830 0.3 0.1 0.0
H 5.7550 -2.3973 10.6587 0.0 0.0 0.0
O -4.1517 -2.1827 -4.5679 0.0 0.0 0.0
C -4.8524 -2.4520 4.8810 0.0 0.0 0.0
C 5.2273 2.3591 4.5051 0.0 0.0 0.0
H 9.7509 -1.2794 11.7039 0.0 0.0 0.0
H 6.5521 0.1458 6.6985 0.0 0.0 0.0
H -6.5119 -4.6108 -6.7309 0.0 0.0 0.0
C -5.8905 0.0093 4.1310 0.0 0.0 0.0
C 8.6055 5.3506 7.7212 0.0 0.0 0.0
H -5.0548 -2.4857 -4.4487 0.0 0.0 0.0
H 7.8349 -2.8233 11.9216 0.0 0.0 0.0
C -1.9997 2.1600 -10.9752 0.0 0.0 0.0
O -6.5036 -2.6706 -1.6109 -0.1 0.0 0.3
C -3.3395 1.8010 -11.0371 0.0 0.0 0.0
H 0.0760 4.5518 -5.4685 0.0 0.0 0.0
C 0.0170 2.4125 -5.6309 0.0 0.1 0.2
C -3.7751 0.6401 -10.4101 0.0 0.0 0.0
H -4.8197 0.3561 -10.4623 0.0 0.0 0.0
H 4.3190 2.5465 3.9475 0.0 0.0 0.0
H -4.7664 -1.6399 6.8652 0.0 0.0 0.0
H -6.2962 0.9696 3.8380 0.0 0.0 0.0
C -8.4489 -7.0523 -4.4585 0.0 0.0 0.0
H -0.7472 0.9883 1.0180 0.0 0.0 0.0
C 9.2318 5.6968 8.9106 0.0 0.0 0.0
C 0.6976 1.1882 -3.6789 0.1 0.1 0.1
H -5.3181 -2.0721 -7.7857 -0.1 -0.2 0.0
C -3.5427 -2.9682 -5.6123 -0.2 -0.3 -0.3
H -0.1124 1.5546 3.3387 0.0 0.0 0.0
C 0.6813 3.5964 -3.6355 -0.1 -0.1 -0.2
H -2.9905 -2.3650 -1.7150 -0.1 0.0 0.0
H -1.6586 3.0649 -11.4640 0.0 0.0 0.0
C 7.5582 1.8779 5.9342 0.0 0.0 0.0
C -8.1225 -5.7846 -3.9965 0.0 0.0 0.0
O -5.6453 -1.1799 -0.1668 0.3 -0.2 -0.4
```
Positions in Å, forces in eV/Å.

Values from the calculation:
Spin multiplicity: 1
Molecular weight, g/mol: 958.97
Charge: -1
DFT total energy, Eh: -2832.100773
Orbital gap, eV: 6.97

***

- Which value of orbital gap does entry 4 give?
  6.97 eV